Entry 1:
ORCA calculation (wB97M-V/def2-TZVPD) on a 6-piece molecular cluster, C35H60Br2O10S overall.

Results
SMILES: C[C@H](Br)[C@@H](Br)[C@@H]1OS(=O)(=O)O[C@H]1C[C@H](C)OCc1ccccc1.C1CCOC1.C1CCOC1.C1CCOC1.C1CCOC1.C1CCOC1
Highest occupied orbital energy in eV: -9.15
Gap between HOMO and LUMO in eV: 9.728

Structure (ORCA input):
```
! wB97M-V def2-TZVPD RIJCOSX def2/J DEFGRID3
* xyz 0 1
C 1.884 -0.102 2.010
C 2.299 0.351 0.598
C 1.441 1.551 0.127
C 0.528 1.171 -1.030
O 0.347 2.268 -1.947
S -0.934 3.134 -1.558
O -1.621 3.476 -2.749
O -0.599 4.161 -0.640
O -1.691 1.967 -0.791
C -0.883 0.781 -0.616
C -1.487 -0.430 -1.360
Br -2.271 0.043 -3.068
C -2.409 -1.144 -0.364
C -1.542 -1.965 0.606
Br -3.741 -2.352 -1.155
O 3.669 0.673 0.620
C 4.336 0.311 -0.571
C 4.454 -1.182 -0.781
C 4.546 -1.672 -2.087
C 4.653 -3.037 -2.332
C 4.660 -3.928 -1.257
C 4.567 -3.442 0.045
C 4.463 -2.076 0.295
H 1.643 0.769 2.612
H 1.061 -0.807 1.979
H 2.750 -0.556 2.475
H 2.091 -0.483 -0.073
H 0.790 1.826 0.950
H 2.042 2.401 -0.168
H 0.901 0.358 -1.647
H -0.997 0.543 0.439
H -0.685 -1.117 -1.601
H -3.005 -0.427 0.183
H -1.364 -1.396 1.512
H -2.002 -2.910 0.844
H -0.587 -2.206 0.144
H 5.336 0.730 -0.505
H 3.877 0.763 -1.453
H 4.526 -0.969 -2.906
H 4.708 -3.376 -3.353
H 4.734 -4.983 -1.456
H 4.565 -4.145 0.864
H 4.386 -1.703 1.301
C 2.160 -4.081 3.509
C 1.089 -4.912 4.214
C -0.123 -3.996 4.124
O 0.031 -3.242 2.915
C 1.354 -3.417 2.401
H 2.994 -4.669 3.129
H 2.558 -3.325 4.191
H 0.907 -5.834 3.658
H 1.341 -5.177 5.240
H -0.156 -3.296 4.965
H -1.068 -4.534 4.092
H 1.303 -4.055 1.511
H 1.757 -2.447 2.106
C -1.094 2.524 -7.499
C -1.740 1.686 -8.600
C -1.815 0.316 -7.939
O -1.975 0.552 -6.541
C -1.728 1.932 -6.247
H -1.276 3.593 -7.596
H -0.014 2.360 -7.489
H -2.745 2.058 -8.812
H -1.178 1.674 -9.532
H -0.889 -0.250 -8.095
H -2.651 -0.285 -8.298
H -2.682 2.417 -6.018
H -1.089 2.002 -5.367
C 6.092 5.548 -1.346
C 5.758 4.928 0.009
C 4.998 3.677 -0.405
O 5.541 3.271 -1.665
C 6.370 4.311 -2.190
H 6.934 6.237 -1.319
H 5.224 6.084 -1.737
H 6.677 4.655 0.533
H 5.176 5.579 0.660
H 3.931 3.890 -0.539
H 5.099 2.863 0.311
H 7.417 4.000 -2.106
H 6.136 4.454 -3.246
C -5.981 3.024 0.504
C -6.315 2.186 1.735
C -5.666 0.854 1.384
O -4.527 1.164 0.576
C -4.580 2.536 0.164
H -6.019 4.098 0.679
H -6.670 2.786 -0.309
H -5.843 2.616 2.622
H -7.383 2.095 1.928
H -6.343 0.221 0.803
H -5.338 0.295 2.263
H -3.818 3.096 0.716
H -4.352 2.597 -0.899
C -4.613 -1.847 4.960
C -5.000 -2.649 6.199
C -4.322 -3.985 5.925
O -3.149 -3.691 5.162
C -3.193 -2.335 4.708
H -4.668 -0.768 5.099
H -5.259 -2.116 4.121
H -4.575 -2.186 7.093
H -6.075 -2.744 6.344
H -4.967 -4.643 5.333
H -4.033 -4.511 6.835
H -2.464 -1.750 5.280
H -2.910 -2.303 3.655
*
```


Entry 2:
ORCA calculation (wB97M-V/def2-TZVPD) on a 3-piece molecular cluster, C35H60N5O8P overall.

Results
SMILES: CCCCCc1c(CP(=O)(O)O)c(CCOCC)c(-c2ccccn2)c2nccnc12.COCCNCCOC.COCCNCCOC
Highest occupied orbital energy in eV: -8.73
Gap between HOMO and LUMO in eV: 8.622

Structure (ORCA input):
```
! wB97M-V def2-TZVPD RIJCOSX def2/J DEFGRID3
* xyz 0 1
C 6.568 -1.403 -0.676
C 5.627 -2.561 -1.016
C 5.122 -2.446 -2.460
C 3.696 -2.955 -2.718
C 2.948 -2.165 -3.811
C 1.708 -1.384 -3.426
C 0.580 -1.445 -4.191
C 0.555 -2.304 -5.437
P 1.256 -1.500 -6.897
O 0.485 -1.745 -8.115
O 2.778 -2.009 -6.953
O 1.345 0.065 -6.555
C -0.590 -0.679 -3.878
C -1.818 -0.732 -4.753
C -2.719 -1.919 -4.417
O -3.052 -1.942 -3.042
C -2.650 -3.112 -2.359
C -3.259 -3.105 -0.959
C -0.599 0.118 -2.773
C -1.772 0.962 -2.405
C -2.557 0.632 -1.304
C -3.637 1.434 -0.987
C -3.883 2.555 -1.770
C -3.034 2.814 -2.835
N -2.001 2.036 -3.160
C 0.546 0.201 -1.955
N 0.510 1.017 -0.865
C 1.590 1.076 -0.143
C 2.767 0.351 -0.470
N 2.831 -0.429 -1.515
C 1.706 -0.536 -2.282
H 6.011 -0.472 -0.563
H 7.173 -1.596 0.209
H 7.259 -1.248 -1.509
H 6.206 -3.482 -0.907
H 4.777 -2.581 -0.333
H 5.817 -2.968 -3.124
H 5.174 -1.390 -2.738
H 3.788 -3.989 -3.061
H 3.127 -2.960 -1.791
H 2.675 -2.865 -4.599
H 3.657 -1.474 -4.284
H -0.453 -2.572 -5.728
H 1.093 -3.238 -5.270
H 3.426 -1.296 -6.983
H 2.033 0.293 -5.918
H -2.360 0.210 -4.703
H -1.517 -0.843 -5.798
H -3.634 -1.888 -5.012
H -2.195 -2.846 -4.674
H -2.978 -4.005 -2.906
H -1.555 -3.164 -2.302
H -2.501 -3.217 -0.185
H -3.756 -2.150 -0.791
H -4.002 -3.891 -0.831
H -2.316 -0.248 -0.724
H -4.263 1.200 -0.135
H -4.715 3.217 -1.567
H -3.193 3.692 -3.451
H 1.579 1.699 0.746
H 3.622 0.446 0.195
C 7.156 1.936 6.177
O 7.621 0.806 5.467
C 7.288 -0.440 6.066
C 6.361 -1.229 5.170
N 5.052 -0.596 5.094
C 4.153 -1.179 4.106
C 4.542 -1.055 2.638
O 4.524 0.277 2.153
C 5.724 1.014 2.318
H 7.535 2.817 5.663
H 6.062 1.984 6.203
H 7.531 1.941 7.205
H 6.833 -0.287 7.048
H 8.215 -1.004 6.205
H 6.244 -2.238 5.575
H 6.848 -1.317 4.188
H 5.179 0.386 4.884
H 3.175 -0.708 4.232
H 4.026 -2.241 4.338
H 3.791 -1.596 2.053
H 5.508 -1.523 2.421
H 6.603 0.367 2.261
H 5.743 1.561 3.264
H 5.774 1.743 1.508
C -6.395 3.265 5.410
O -6.353 2.159 4.531
C -7.543 1.381 4.511
C -8.198 1.447 3.150
N -8.734 2.777 2.896
C -9.215 2.987 1.535
C -8.187 2.952 0.411
O -7.254 4.015 0.454
C -6.095 3.785 1.232
H -5.411 3.729 5.390
H -7.142 4.006 5.102
H -6.615 2.951 6.435
H -8.237 1.716 5.287
H -7.269 0.344 4.725
H -9.017 0.723 3.112
H -7.446 1.143 2.407
H -8.016 3.461 3.098
H -9.703 3.963 1.506
H -9.986 2.240 1.322
H -8.727 3.064 -0.533
H -7.662 1.990 0.362
H -5.812 2.729 1.230
H -6.217 4.123 2.265
H -5.285 4.365 0.788
*
```


Entry 3:
ORCA calculation (wB97M-V/def2-TZVPD) on a 8-piece molecular cluster, C35H61NO10 overall.

Results
⟨S²⟩: 0.7566
Highest occupied orbital energy (alpha / beta) in eV: -10.62 / -10.62
Gap between HOMO and LUMO (alpha / beta) in eV: 8.325 / 1.774

Structure (ORCA input):
```
! wB97M-V def2-TZVPD RIJCOSX def2/J DEFGRID3
* xyz 1 2
C -2.028 -1.064 -0.188
N -1.211 -0.124 0.637
O -1.703 0.289 1.671
O -0.073 0.068 0.269
H -1.319 -1.498 -0.893
H -2.659 -0.435 -0.816
H -2.541 -1.849 0.367
C 2.402 0.833 -1.780
O 2.518 1.802 -2.839
C 1.147 2.076 -3.369
C 1.238 2.802 -4.695
O 1.795 2.063 -5.841
C 1.860 2.888 -7.022
H 1.748 0.004 -2.052
H 1.920 1.304 -0.923
H 3.392 0.488 -1.482
H 0.469 2.700 -2.787
H 0.646 1.134 -3.593
H 1.897 3.637 -4.461
H 0.339 3.338 -5.000
H 1.994 2.302 -7.932
H 2.523 3.752 -7.071
H 0.934 3.449 -7.139
C 0.357 3.791 1.361
O -0.695 4.625 1.788
C -1.227 4.206 3.074
C -2.306 5.233 3.565
O -1.759 6.485 4.119
C -1.064 7.285 3.112
H 0.225 2.729 1.570
H 1.298 4.114 1.805
H 0.419 3.941 0.283
H -0.486 4.137 3.871
H -1.724 3.280 2.786
H -2.988 4.771 4.278
H -2.927 5.572 2.736
H -1.599 7.360 2.165
H -0.029 6.958 3.021
H -0.950 8.317 3.445
C 0.797 -2.428 2.700
O 1.724 -3.412 2.320
C 2.949 -3.279 3.087
C 3.746 -4.550 3.068
O 2.969 -5.691 3.411
C 3.785 -6.761 4.029
H 0.441 -2.479 3.729
H -0.042 -2.709 2.064
H 1.074 -1.429 2.363
H 2.717 -3.038 4.124
H 3.673 -2.473 2.968
H 4.671 -4.533 3.645
H 4.168 -4.696 2.073
H 4.293 -6.403 4.924
H 4.533 -6.920 3.253
H 3.254 -7.700 4.185
C -5.163 0.466 -2.094
O -4.597 1.400 -1.182
C -5.380 1.765 -0.055
C -4.363 2.328 1.006
O -4.856 3.560 1.630
C -5.032 4.776 0.842
H -4.414 0.249 -2.856
H -5.910 0.849 -2.789
H -5.432 -0.509 -1.687
H -5.796 0.808 0.259
H -6.190 2.390 -0.431
H -3.350 2.401 0.611
H -4.263 1.563 1.775
H -5.678 4.698 -0.033
H -4.032 5.089 0.543
H -5.476 5.583 1.425
C -2.898 -5.213 0.224
C -2.968 -5.905 -0.970
C -1.829 -6.479 -1.512
C -0.619 -6.152 -0.976
C -0.522 -5.264 0.113
C -1.657 -4.817 0.740
H -3.799 -4.722 0.559
H -3.847 -6.170 -1.540
H -1.829 -7.220 -2.297
H 0.285 -6.563 -1.402
H 0.436 -5.147 0.598
H -1.650 -4.119 1.564
C -0.083 -3.106 -3.380
C 1.257 -3.131 -3.035
C 2.172 -2.563 -3.874
C 1.742 -2.022 -5.055
C 0.374 -1.919 -5.356
C -0.556 -2.543 -4.571
H -0.891 -3.444 -2.749
H 1.512 -3.677 -2.138
H 3.204 -2.688 -3.579
H 2.490 -1.689 -5.759
H 0.033 -1.558 -6.315
H -1.607 -2.558 -4.820
C 4.279 2.476 3.354
C 2.941 2.222 3.204
C 2.516 1.165 2.432
C 3.448 0.353 1.795
C 4.823 0.612 1.885
C 5.240 1.698 2.641
H 4.650 3.282 3.969
H 2.232 2.870 3.697
H 1.469 0.941 2.293
H 3.114 -0.561 1.327
H 5.584 0.035 1.380
H 6.301 1.897 2.609
*
```


Entry 4:
ORCA calculation (wB97M-V/def2-TZVPD) on a 19-piece molecular cluster, C35H62BCl37FN2O7P overall.

Results
ΔE to the lowest compared entry with this formula, charge and spin in kJ/mol: 586.27
Highest occupied orbital energy in eV: -8.00
Gap between HOMO and LUMO in eV: 7.809

Structure (ORCA input):
```
! wB97M-V def2-TZVPD RIJCOSX def2/J DEFGRID3
* xyz 0 1
C -0.233 -4.856 2.563
C 0.325 -3.888 1.677
C 0.702 -2.401 1.011
C 1.611 -1.460 1.969
C 1.133 0.051 2.255
C 0.107 0.760 1.199
C 0.404 0.636 -0.436
C 1.980 0.410 -0.816
O 2.228 -0.456 -1.839
O 3.149 0.997 -0.145
C 3.789 2.019 -0.988
C 5.001 2.969 -0.336
O 3.520 2.259 -2.284
C 0.550 2.361 1.424
O 1.195 3.196 0.610
N 0.098 2.656 2.838
C -1.287 2.020 2.922
O -1.268 1.478 4.315
C -2.248 3.331 3.114
C -3.799 2.955 3.619
F -4.056 3.484 4.996
C -1.485 0.993 1.664
B -2.517 1.645 0.512
O -2.132 2.818 -0.348
N -3.948 1.134 0.279
C -4.063 0.644 -1.177
C -4.979 2.217 0.504
P -2.517 -0.496 2.258
O -2.835 -1.641 0.936
Cl -1.445 -1.713 3.678
H -0.469 -5.705 3.344
H -0.274 -1.926 0.578
H 1.372 -2.676 0.061
H 2.719 -1.456 1.534
H 1.706 -2.018 3.020
H 0.727 0.091 3.378
H 2.109 0.739 2.278
H 0.036 1.559 -1.053
H -0.189 -0.302 -0.873
H 4.540 3.723 0.439
H 5.755 2.284 0.265
H 5.545 3.623 -1.158
H 0.179 3.651 3.150
H -0.324 1.576 4.694
H -1.791 3.934 4.038
H -2.237 4.096 2.220
H -3.961 1.792 3.554
H -4.522 3.568 2.904
H -1.670 3.518 0.198
H -2.986 0.360 -1.582
H -4.754 -0.320 -1.213
H -4.482 1.464 -1.906
H -5.470 2.073 1.567
H -4.615 3.307 0.284
H -5.857 2.003 -0.276
H -2.325 -1.349 0.111
C 0.803 -7.940 0.605
Cl 0.013 -6.361 0.697
Cl 2.133 -7.919 -0.560
H 1.198 -8.198 1.591
H 0.069 -8.688 0.294
C -7.897 -1.576 -0.767
Cl -8.687 0.003 -0.675
Cl -6.567 -1.555 -1.932
H -7.502 -1.834 0.218
H -8.631 -2.324 -1.079
C 8.261 5.283 0.057
Cl 8.516 4.397 -1.451
Cl 7.364 4.305 1.226
H 9.232 5.546 0.484
H 7.693 6.192 -0.156
C 0.967 -0.179 6.935
Cl 0.554 -1.855 6.555
Cl 2.002 0.520 5.684
H 0.047 0.407 7.004
H 1.496 -0.150 7.891
C 2.535 0.574 -5.358
Cl 3.653 -0.562 -6.123
Cl 1.119 0.856 -6.377
H 2.208 0.161 -4.401
H 3.050 1.523 -5.193
C 3.896 -3.466 -8.494
Cl 3.801 -5.230 -8.541
Cl 5.568 -2.924 -8.301
H 3.497 -3.062 -9.428
H 3.304 -3.100 -7.651
C -10.904 -3.061 -2.772
Cl -10.281 -3.647 -1.225
Cl -12.640 -3.365 -2.915
H -10.724 -1.986 -2.844
H -10.385 -3.577 -3.583
C -10.873 0.894 2.570
Cl -9.465 1.945 2.376
Cl -10.483 -0.777 2.147
H -11.203 0.930 3.611
H -11.675 1.249 1.917
C 7.252 -0.490 1.588
Cl 5.868 0.227 2.424
Cl 8.749 0.358 1.995
H 7.344 -1.537 1.886
H 7.088 -0.425 0.510
C 6.052 -2.420 -3.553
Cl 4.668 -1.704 -2.718
Cl 7.549 -1.573 -3.147
H 6.144 -3.468 -3.256
H 5.888 -2.356 -4.632
C -12.618 -5.205 1.544
Cl -11.995 -3.570 1.794
Cl -12.193 -5.809 -0.062
H -12.188 -5.869 2.299
H -13.706 -5.191 1.643
C 6.655 7.631 2.538
Cl 7.116 8.096 0.896
Cl 8.068 7.142 3.480
H 6.178 8.484 3.028
H 5.954 6.795 2.487
C 3.277 4.109 6.049
Cl 3.900 3.522 7.596
Cl 1.541 3.805 5.906
H 3.457 5.184 5.977
H 3.796 3.593 5.237
C 11.016 8.393 0.591
Cl 11.293 7.891 -1.081
Cl 10.442 7.040 1.574
H 11.954 8.765 1.011
H 10.265 9.186 0.604
C -9.152 -7.703 -0.692
Cl -9.565 -9.380 -1.071
Cl -8.117 -7.004 -1.943
H -10.072 -7.118 -0.622
H -8.623 -7.675 0.264
C 1.142 -9.703 -3.490
Cl 1.397 -10.589 -4.998
Cl 0.245 -10.681 -2.321
H 2.113 -9.440 -3.063
H 0.574 -8.794 -3.703
C 8.077 4.771 -5.633
Cl 7.822 3.142 -4.993
Cl 7.217 5.975 -4.666
H 9.146 4.997 -5.614
H 7.709 4.811 -6.661
C -1.823 0.188 -4.618
Cl -1.200 -0.398 -3.071
Cl -3.559 -0.116 -4.761
H -1.643 1.264 -4.689
H -1.304 -0.327 -5.429
*
```


Computed values of DFT total energy (unit: eV) for the preceding records, in sequence: -208660.5453, -70387.4587, -59229.2194, -530612.5983.